Entry 1:
Molecular formula: C5H9NOS
Method: DFT, ωB97M-V/def2-TZVPD

Each line ends with the Löwdin charge.
Geometry (Å):
C1 0.99969 -1.84050 0.42616  -0.0635
O1 0.39483 -1.40001 -0.91595  -0.1463
N1 -0.55808 -0.40607 -0.55791  -0.1970
C2 -1.80499 -0.87464 -0.27618  -0.6215
S1 -3.31362 -0.13584 -0.04638  0.5371
C3 -0.07281 0.87556 -0.80911  -0.3786
C4 1.11860 1.42713 0.03023  -0.0561
C5 -0.41080 1.84100 0.09302  -0.1656
H1 1.03915 -0.90564 1.16772  0.0814
H2 0.34451 -2.70611 1.05342  0.1252
H3 2.12470 -2.31499 0.19673  0.1311
H4 -1.61071 -1.92317 -0.14976  0.0605
H5 -0.11210 1.12187 -1.96685  0.2043
H6 1.39874 0.83299 0.99533  0.0896
H7 2.08412 1.94539 -0.44489  0.1354
H8 -0.83490 2.81912 -0.04062  0.0939
H9 -0.78633 1.64392 1.24503  0.1702

As for the total charge: 0. The HOMO energy is -8.41 eV. Its SMILES is CON(C=S)C1CC1. The lowest unoccupied orbital energy comes out at 0.556 eV. Its total energy is -19697.7406 eV. The HOMO-LUMO gap is 8.970 eV.

Entry 2:
Molecular formula: C3H5ClO
Method: DFT, ωB97M-V/def2-TZVPD

Each line ends with the Löwdin charge.
Geometry (Å):
C1 -0.56948 -0.92167 0.75150  -0.1239
C2 0.24206 0.33322 0.32174  -0.5015
Cl1 2.02644 -0.26027 -0.18081  0.4638
C3 0.03990 1.03782 -1.14525  -0.3458
O1 -0.43984 2.10320 -1.35158  0.0679
H1 -0.11032 -1.26717 1.70175  0.0900
H2 -1.54615 -0.65936 0.65462  0.0343
H3 -0.33295 -1.70018 -0.05359  0.0922
H4 0.36785 1.00699 1.25609  0.1250
H5 0.32249 0.32742 -1.95448  0.0981

As for the total charge: 0. The HOMO energy is -10.26 eV. Its SMILES is C[C@@H](Cl)C=O. The lowest unoccupied orbital energy comes out at 0.564 eV. Its total energy is -17760.6542 eV. The HOMO-LUMO gap is 10.828 eV.